The following is a DFT calculation (the ωB97M-V functional and the def2-TZVPD basis) of the ion C11H14N3S with charge +1 in a non-equilibrium geometry.

- total charge = +1
- E (eV) = -26931.4927
- highest occupied orbital energy (eV) = -12.38
- frontier orbital gap (eV) = 8.8457

XYZ file:
```
29
Properties=species:S:1:pos:R:3:forces:R:3:lowdin_charge:R:1
C 3.805 -0.839 0.592 0.477 -0.259 -1.063 -0.041
C 2.943 -1.651 -0.175 -1.087 2.062 1.176 -0.055
C 3.446 0.483 0.773 -1.594 -1.436 0.859 -0.037
C 1.661 -1.260 -0.501 -0.045 2.691 2.012 -0.044
C 2.100 0.884 0.608 1.566 -3.462 -1.681 -0.003
C -3.403 -1.188 0.691 -4.525 2.915 -0.399 -0.176
C -2.879 -2.325 1.091 2.638 0.506 -0.580 -0.280
C 1.188 0.040 -0.007 2.374 -2.156 -1.293 -0.190
C -1.306 -0.549 0.264 2.557 0.556 -0.759 -0.360
C -0.523 1.894 -0.023 3.615 -0.972 -3.512 -0.219
C -0.131 0.442 -0.467 -3.817 0.083 0.972 -0.431
N -2.556 -0.179 0.247 -0.622 -2.892 1.179 0.045
N -0.363 0.303 -1.891 0.390 -2.076 -0.819 0.097
N -1.804 2.276 -0.403 -2.741 -1.069 -0.073 0.003
S -1.134 -2.175 0.848 -0.434 1.141 -0.242 1.150
H 4.791 -1.258 0.906 -0.888 0.631 -0.407 0.130
H 3.231 -2.579 -0.462 1.049 -2.759 -0.728 0.076
H 4.102 1.154 1.239 0.931 0.888 0.514 0.096
H 0.942 -1.890 -0.980 0.100 -0.502 -0.454 0.075
H 1.935 1.855 0.782 -1.127 3.432 0.817 0.068
H -4.492 -0.775 0.650 1.866 -1.607 0.414 0.177
H -3.222 -3.229 1.495 -0.856 -0.793 0.344 0.073
H 0.157 2.581 -0.717 -0.161 -1.372 2.351 0.186
H -0.447 1.890 1.041 0.504 0.728 0.715 0.130
H 0.069 -0.621 -2.263 -1.107 2.281 0.709 0.131
H -1.376 0.321 -2.133 1.211 -0.056 0.218 0.103
H -1.862 3.116 0.057 -1.258 2.605 1.407 0.071
H -2.936 0.737 0.088 0.615 1.049 -0.546 0.129
H -1.934 2.544 -1.351 0.371 -0.158 -1.131 0.097
```
Forces are in eV/Å.